155
Properties=species:S:1:pos:R:3 method="wB97M-V/def2-TZVPD" charge=0 mol_weight_g_mol=1209.09 homo_energy_ha=-0.297 lumo_energy_ev=0.1 smiles="COP(=O)(OC)OC.COP(=O)(OC)OC.COP(=O)(OC)OC.COP(=O)(OC)OC.COP(=O)(OC)OC.O=S1(=O)CCCC1.O=S1(=O)CCCC1.c1cc[nH]c1.c1cc[nH]c1.c1cc[nH]c1.c1cc[nH]c1"
C -3.3647 -2.1240 2.6572
O -2.9709 -3.4878 2.9402
P -4.1198 -4.5573 2.7899
O -4.7940 -4.5137 1.4982
O -3.3125 -5.8685 3.0989
C -3.9865 -7.0939 3.3709
O -5.0838 -4.3428 4.0129
C -4.6017 -4.1453 5.3505
H -3.9661 -1.7045 3.4635
H -3.8912 -2.0509 1.7076
H -2.4444 -1.5528 2.5819
H -5.0202 -6.9261 3.6821
H -3.4473 -7.6317 4.1452
H -4.0323 -7.7199 2.4788
H -3.5933 -4.5365 5.4728
H -5.2763 -4.6928 6.0077
H -4.6640 -3.0944 5.6231
C 3.6919 -1.9760 -5.3199
O 2.8847 -1.1117 -6.1252
P 1.3063 -1.1941 -6.0958
O 0.7378 -2.5046 -6.3621
O 0.9419 -0.5363 -4.7071
C -0.4280 -0.3350 -4.3125
O 0.8968 -0.0592 -7.1084
C 1.2647 -0.2418 -8.4847
H 4.5636 -2.2623 -5.9217
H 3.2689 -2.9447 -5.0575
H 4.1034 -1.4840 -4.4408
H -1.0908 -0.3513 -5.1745
H -0.4882 0.6130 -3.7764
H -0.7177 -1.0925 -3.5820
H 1.4647 -1.2866 -8.7240
H 2.1652 0.3370 -8.6839
H 0.4363 0.1035 -9.0959
C 4.0335 0.8229 3.9248
O 4.7544 0.8192 2.6904
P 5.2578 -0.6058 2.2080
O 6.2407 -1.2494 3.0632
O 3.8946 -1.3945 2.0419
C 3.8583 -2.7872 2.4091
O 5.6696 -0.4259 0.7105
C 6.7797 0.4518 0.3944
H 2.9751 0.6080 3.7799
H 4.1040 1.8297 4.3352
H 4.4715 0.1424 4.6560
H 3.3270 -3.3085 1.6157
H 3.3016 -2.9119 3.3398
H 4.8504 -3.2105 2.5453
H 6.5411 0.9251 -0.5496
H 7.6960 -0.1337 0.3845
H 6.9025 1.2314 1.1490
C 1.3494 0.4815 1.1112
O -0.0942 0.3703 1.0941
P -0.7968 0.0055 -0.2563
O -0.8726 1.0597 -1.2753
O -2.1738 -0.4995 0.2944
C -3.3780 -0.4191 -0.5088
O -0.0415 -1.2654 -0.8162
C -0.2288 -2.5689 -0.2425
H 1.7462 0.4861 0.0923
H 1.7287 -0.4010 1.6150
H 1.6553 1.4259 1.5529
H -3.1837 0.1310 -1.4295
H -4.1077 0.1689 0.0449
H -3.7408 -1.4245 -0.6987
H -0.9017 -2.5054 0.6168
H 0.7314 -2.9228 0.1319
H -0.6438 -3.2704 -0.9595
C 3.4843 4.3810 4.0913
O 2.4287 3.7521 3.3380
P 1.5001 4.7191 2.5113
O 2.1646 5.6675 1.6242
O 0.5768 5.4509 3.5737
C -0.2829 4.6766 4.4108
O 0.5792 3.6609 1.8096
C -0.3067 4.1368 0.7798
H 3.7250 5.3589 3.6739
H 4.3755 3.7693 3.9665
H 3.2029 4.4436 5.1384
H -0.3982 3.6525 4.0569
H -1.2647 5.1504 4.4107
H 0.0766 4.6581 5.4403
H -0.0426 5.1600 0.5061
H -1.3233 4.0594 1.1576
H -0.1580 3.5205 -0.1025
O 3.4102 0.2671 -1.9115
S 3.8278 1.6010 -2.2675
O 4.8357 2.2542 -1.4715
C 4.3091 1.6090 -4.0090
C 3.3605 2.5658 -4.7039
C 2.0603 2.6601 -3.8984
C 2.3990 2.6898 -2.4264
H 4.3347 0.5784 -4.3551
H 5.3419 1.9552 -3.9518
H 3.8383 3.5495 -4.7219
H 3.1466 2.3257 -5.7431
H 1.4110 1.7986 -4.0967
H 1.5128 3.5469 -4.2075
H 1.6662 2.3549 -1.6954
H 2.7976 3.6648 -2.1330
O -0.2296 5.7338 -5.0742
S -1.5280 5.6312 -4.4477
O -2.5471 6.5944 -4.7582
C -2.1772 3.9687 -4.6710
C -2.7269 3.5891 -3.3124
C -1.6729 4.0643 -2.3027
C -1.3813 5.5106 -2.6596
H -1.3441 3.3350 -4.9733
H -2.8509 4.0084 -5.5265
H -3.7374 3.9289 -3.0949
H -2.7648 2.4942 -3.2720
H -0.7488 3.4974 -2.4028
H -2.0051 3.9155 -1.2785
H -0.4068 5.8724 -2.3230
H -2.0572 6.2676 -2.2552
C -6.9566 -0.4012 0.0299
C -6.9212 -1.0852 -1.2121
C -6.5734 -2.3919 -0.9563
N -6.4109 -2.5213 0.3887
C -6.6783 -1.3345 0.9991
H -7.0873 0.6576 0.1788
H -7.1393 -0.6789 -2.1870
H -6.4134 -3.2290 -1.6123
H -6.0335 -3.3564 0.8334
H -6.5466 -1.2185 2.0626
C -2.7982 1.8822 4.7124
C -2.1629 1.3402 3.5581
C -2.7238 1.9373 2.4730
N -3.6208 2.8635 2.9211
C -3.7155 2.7947 4.2890
H -2.6165 1.6590 5.7510
H -1.4236 0.5569 3.5749
H -2.5406 1.8175 1.4194
H -4.2258 3.3436 2.2788
H -4.3865 3.4529 4.8133
C 1.6348 -3.1293 4.9504
C 0.8964 -4.3240 5.1787
C -0.1492 -4.3258 4.2850
N -0.0604 -3.1947 3.5352
C 1.0088 -2.4445 3.9497
H 2.4911 -2.8305 5.5330
H 1.0517 -5.1031 5.9055
H -0.9143 -5.0612 4.1025
H -0.6817 -2.9456 2.7886
H 1.2566 -1.5330 3.4318
C 3.1203 -4.0889 -1.3196
C 2.2140 -4.8297 -2.1304
C 1.5309 -3.9274 -2.8814
N 2.0825 -2.6794 -2.6817
C 2.9956 -2.7766 -1.6685
H 3.8687 -4.5119 -0.6700
H 2.1136 -5.9021 -2.1533
H 0.7170 -4.0691 -3.5750
H 1.7027 -1.8143 -3.0256
H 3.5470 -1.9333 -1.2865

=====

146
Properties=species:S:1:pos:R:3 method="wB97M-V/def2-TZVPD" charge=+1 mol_weight_g_mol=964.97 homo_energy_ha=-0.358 lumo_energy_ev=-4.0
C -1.4426 -4.6600 1.6019
C -1.7310 -3.1936 1.2840
C -1.1584 -2.3306 2.4249
C -1.1328 -0.8726 2.0500
C 0.0717 -0.3450 1.5898
C 1.2650 -1.2659 1.5352
O 2.0535 -1.3223 2.4134
O 1.2770 -1.9725 0.4238
B 2.3346 -2.9414 0.2934
N 3.6843 -2.5470 0.1050
O 1.9352 -4.2419 0.2860
C 0.1597 1.0004 1.2175
S 1.7566 1.5333 0.6115
O 2.6262 1.3288 1.7160
O 1.7712 2.8342 0.0565
F 2.1266 0.5373 -0.5019
C -0.9707 1.8313 1.3208
C -0.8781 3.3014 1.0041
C -0.1004 4.0133 2.1478
C -0.1355 5.5544 2.0271
C 1.2185 6.1829 1.7570
C 1.7469 5.9606 0.3325
C 2.2927 7.2123 -0.3469
C 3.2887 6.8085 -1.4422
C 2.8599 5.5842 -2.2470
C 3.6930 5.3828 -3.5073
O 3.9004 3.9999 -3.7628
C 2.7764 3.3864 -4.3488
N -2.1460 1.2735 1.7423
C -3.3186 2.2317 1.7783
C -3.2460 3.1674 2.9836
F -4.5372 1.6389 1.7673
C -2.2459 -0.0401 2.1195
C -3.5459 -0.5842 2.6425
C -4.5678 -1.0232 1.5443
C -4.1202 -0.7108 0.1289
C -5.1682 -1.0634 -0.9051
N -4.8272 -0.5751 -2.2570
C -4.8621 0.8510 -2.3411
C -3.5452 1.5588 -2.4157
O -5.8919 1.4593 -2.3922
H -0.3714 -4.8470 1.6520
H -1.8512 -5.3227 0.8453
H -1.8708 -4.9212 2.5685
H -2.8113 -3.1144 1.2192
H -1.2199 -2.9547 0.3560
H -1.7149 -2.4928 3.3412
H -0.1622 -2.7223 2.6001
H 4.3129 -3.1303 0.6421
H 3.8579 -1.5822 0.3574
H 2.5832 -4.8229 0.6929
H -0.4157 3.4729 0.0441
H -1.8293 3.8138 0.9756
H -0.6548 3.7566 3.0474
H 0.8966 3.6134 2.2893
H -0.8434 5.8121 1.2392
H -0.5493 5.9546 2.9492
H 1.0877 7.2602 1.8772
H 1.9474 5.9101 2.5157
H 2.5842 5.2721 0.4148
H 0.9882 5.4812 -0.2783
H 1.4922 7.7942 -0.7990
H 2.8427 7.7975 0.3852
H 4.2554 6.5816 -0.9942
H 3.4623 7.6331 -2.1342
H 2.9631 4.6635 -1.6815
H 1.8031 5.6922 -2.5048
H 3.2315 5.8522 -4.3796
H 4.6766 5.8154 -3.3575
H 2.7738 2.3319 -4.0888
H 1.8313 3.8237 -4.0232
H 2.8257 3.4826 -5.4363
H -3.2754 2.7759 0.8448
H -2.4006 2.8745 3.5964
H -4.1343 3.0015 3.5817
H -3.1339 4.1993 2.6815
H -3.9815 0.1865 3.2655
H -3.3897 -1.4326 3.2930
H -5.4994 -0.5089 1.7539
H -4.7722 -2.0883 1.6079
H -3.8343 0.3251 -0.0005
H -3.2593 -1.3468 -0.0735
H -6.1823 -0.7565 -0.6355
H -5.1918 -2.1507 -0.9599
H -5.5922 -0.8797 -2.8513
H -3.6737 2.6273 -2.3023
H -2.9062 1.1982 -1.6077
H -3.0255 1.3174 -3.3370
O -4.1209 -5.7755 -0.7896
P -5.3064 -6.6940 -0.8802
N -6.5011 -5.4845 -0.7207
C -7.7625 -5.5459 -0.0166
C -6.6280 -4.6548 -1.9126
N -5.0806 -7.5932 0.5922
C -5.4238 -6.9772 1.8639
C -3.7427 -8.1734 0.6505
N -6.3018 -7.9397 -1.6207
C -6.9333 -8.9647 -0.8070
C -5.6733 -8.5595 -2.8049
H -8.5398 -6.1049 -0.5610
H -8.1354 -4.5306 0.1359
H -7.6597 -5.9765 0.9755
H -7.3001 -5.1232 -2.6469
H -5.6604 -4.4665 -2.3800
H -7.0490 -3.6829 -1.6428
H -5.0674 -5.9414 1.9541
H -4.9944 -7.5578 2.6814
H -6.5007 -6.9953 2.0332
H -2.9805 -7.4384 0.9323
H -3.4563 -8.5874 -0.3202
H -3.7275 -8.9929 1.3714
H -6.2297 -9.6998 -0.4076
H -7.6531 -9.4838 -1.4451
H -7.4935 -8.5354 0.0203
H -4.8317 -9.2084 -2.5347
H -5.2990 -7.7861 -3.4804
H -6.4017 -9.1507 -3.3595
O 6.5882 4.5172 0.1443
P 7.3946 3.2917 -0.1526
N 7.2895 3.1779 -1.8408
C 7.2518 1.9574 -2.6118
C 8.0109 4.2285 -2.5414
N 6.3896 2.1020 0.6403
C 5.1980 1.6106 -0.0318
C 6.0619 2.5130 2.0005
N 8.8652 2.3427 0.0551
C 8.7989 0.9234 0.3497
C 9.8509 2.9892 0.9430
H 8.2384 1.4768 -2.7084
H 6.8910 2.1863 -3.6143
H 6.5514 1.2344 -2.2051
H 9.0892 4.0171 -2.6011
H 7.8808 5.1868 -2.0349
H 7.6223 4.3435 -3.5546
H 4.6068 2.4139 -0.4958
H 4.5717 1.0863 0.6814
H 5.4451 0.8662 -0.7921
H 5.2664 3.2668 2.0296
H 6.9368 2.9396 2.4979
H 5.7462 1.6439 2.5826
H 8.4595 0.7038 1.3667
H 9.8076 0.5195 0.2261
H 8.1573 0.3952 -0.3518
H 9.5356 2.9736 1.9939
H 9.9936 4.0322 0.6502
H 10.8195 2.4948 0.8655

=====

129
Properties=species:S:1:pos:R:3 method="wB97M-V/def2-TZVPD" charge=0 mol_weight_g_mol=803.14 homo_energy_ha=-0.309 lumo_energy_ev=-0.9
C -2.0168 5.3391 -7.5376
C -1.0563 6.0437 -6.5506
C -1.4551 5.8496 -5.0829
C -1.5080 4.3610 -4.6819
C -2.8748 3.9296 -4.1068
C -3.0437 2.3884 -4.1327
C -2.9900 1.7229 -2.7569
C -1.7025 2.0193 -1.9518
N -0.8233 0.8341 -1.8351
C -0.2640 0.5490 -3.1806
C 0.8416 -0.5076 -3.2100
C 0.3883 -1.8515 -3.8257
C 0.7482 -1.9866 -5.3116
C 2.2384 -1.9128 -5.6025
C 2.5674 -2.0629 -7.1130
C 1.7001 -1.1852 -8.0216
C 1.7047 0.2883 -7.6086
C 0.1977 1.1792 -0.8961
S 0.5381 0.1397 0.2949
S 1.1218 2.7198 -0.9250
C 2.0547 2.8287 -2.4877
C 3.5623 2.5283 -2.3164
C 4.0475 2.0726 -3.7029
N 5.5333 2.0200 -3.8059
I 6.0806 0.2286 -2.8636
C 5.9280 1.7775 -5.1814
O 7.0479 1.8001 -5.4822
O 4.9748 1.4741 -6.1190
H -2.0698 5.8856 -8.4762
H -3.0097 5.2853 -7.0906
H -1.6406 4.3419 -7.7639
H -1.0638 7.1068 -6.8038
H -0.0246 5.7244 -6.7127
H -2.3904 6.3844 -4.9037
H -0.6848 6.3693 -4.5071
H -1.2997 3.7526 -5.5670
H -0.7062 4.1714 -3.9645
H -2.8357 4.2136 -3.0502
H -3.6765 4.4654 -4.6089
H -4.0335 2.1707 -4.5450
H -2.3335 1.9637 -4.8459
H -3.8685 2.0026 -2.1790
H -3.0272 0.6393 -2.8962
H -1.1924 2.8717 -2.4119
H -2.0122 2.3048 -0.9464
H -1.0923 0.1590 -3.7758
H 0.0126 1.5030 -3.6510
H 1.2707 -0.7350 -2.2369
H 1.6540 -0.1283 -3.8355
H 0.9394 -2.6354 -3.2970
H -0.6695 -2.0390 -3.6339
H 0.4150 -2.9803 -5.6313
H 0.1499 -1.2690 -5.8763
H 2.8003 -2.7032 -5.1006
H 2.7051 -0.9710 -5.3025
H 3.5978 -1.7136 -7.2407
H 2.5507 -3.1123 -7.4105
H 1.9742 -1.3061 -9.0699
H 0.6731 -1.5533 -7.9378
H 1.1666 0.8655 -8.3637
H 1.2038 0.4692 -6.6594
H 2.7273 0.6733 -7.5868
H 1.6983 2.1636 -3.2704
H 1.9518 3.8563 -2.8360
H 4.0862 3.4274 -1.9944
H 3.6931 1.7438 -1.5737
H 3.6029 1.0862 -3.8558
H 3.6067 2.7769 -4.4105
H 4.4772 2.2615 -6.3818
C -1.7771 -2.2942 2.1391
C -0.4456 -2.3838 2.8775
C 0.2132 -3.7579 2.7664
C -0.5856 -4.9105 3.3778
C -0.9269 -4.7455 4.8580
C 0.3028 -4.6755 5.7585
H -2.5152 -2.9848 2.5517
H -2.1856 -1.2853 2.2197
H -1.6488 -2.5197 1.0785
H -0.5865 -2.1083 3.9264
H 0.2348 -1.6400 2.4550
H 1.2027 -3.7127 3.2313
H 0.3904 -3.9820 1.7093
H -0.0148 -5.8358 3.2463
H -1.5136 -5.0504 2.8159
H -1.5396 -5.5968 5.1686
H -1.5428 -3.8547 5.0095
H 0.9095 -5.5783 5.6568
H 0.0017 -4.5876 6.8041
H 0.9281 -3.8133 5.5215
C -0.4195 4.1374 1.6565
C -1.5702 5.1090 1.4120
C -1.1766 6.5722 1.6084
C -0.7269 6.9361 3.0245
C -1.7488 6.6418 4.1218
C -3.0455 7.4313 3.9684
H -0.0599 4.1865 2.6860
H -0.7437 3.1113 1.4676
H 0.4130 4.3540 0.9923
H -2.4152 4.8491 2.0557
H -1.9197 4.9814 0.3821
H -2.0202 7.2060 1.3190
H -0.3666 6.8183 0.9139
H -0.4801 8.0026 3.0460
H 0.2030 6.4102 3.2590
H -1.3002 6.8903 5.0875
H -1.9732 5.5721 4.1557
H -2.8488 8.5056 3.9775
H -3.7276 7.2074 4.7901
H -3.5601 7.1857 3.0380
C -2.1831 -8.5952 8.4791
C -1.6693 -8.1747 9.8532
C -0.7378 -6.9645 9.8040
C 0.5540 -7.1747 9.0125
C 1.4262 -8.3340 9.4927
C 1.9344 -8.1573 10.9206
H -1.3694 -8.9025 7.8203
H -2.8696 -9.4386 8.5712
H -2.7224 -7.7756 7.9990
H -1.1732 -9.0214 10.3353
H -2.5272 -7.9242 10.4834
H -0.4944 -6.6653 10.8276
H -1.2779 -6.1183 9.3665
H 1.1389 -6.2500 9.0536
H 0.3139 -7.3286 7.9563
H 2.2867 -8.4194 8.8236
H 0.8816 -9.2789 9.4122
H 2.5204 -7.2403 11.0128
H 2.5736 -8.9949 11.2042
H 1.1139 -8.1125 11.6385

=====

Number 1: HOMO-LUMO gap 0.30200 Eh. Number 2: HOMO-LUMO gap 0.20967 Eh. Number 3: HOMO-LUMO gap 0.27726 Eh.